(1)
Below is a structure of composition C5H10O in a non-equilibrium geometry, with properties calculated with the ωB97M-V functional and the def2-TZVPD basis.

Last column: Löwdin charge in e.
Element x y z (Å)
1 C -1.269 0.751 -0.293  0.000
2 C -0.445 0.019 0.627  -0.377
3 C -0.153 -1.386 0.047  -0.131
4 O 1.210 -1.339 0.102  -0.045
5 C 1.130 0.038 0.571  -0.301
6 C 1.750 0.944 -0.469  -0.041
7 H -2.274 1.052 0.020  0.050
8 H -2.555 -1.099 0.139  0.066
9 H -1.045 0.825 -1.356  0.059
10 H -0.831 0.019 1.647  0.134
11 H -0.594 -1.763 -0.894  0.099
12 H -2.254 -1.702 0.477  0.077
13 H 1.596 0.152 1.562  0.147
14 H 2.822 0.722 -0.539  0.085
15 H 1.612 1.996 -0.189  0.092
16 H 1.301 0.769 -1.454  0.085

Its highest occupied orbital energy (spin up / spin down) is -8.000 / -7.483 eV. The calculation puts the frontier orbital gap (spin up / spin down) at 8.7 / 7.6 eV.

---

(2)
Below is an isolated molecule of C5H10O, with properties calculated with the ωB97M-V functional and the def2-TZVPD basis.

Last column: Löwdin charge in e.
Element x y z (Å)
1 C -1.716 0.680 -0.665  -0.035
2 C -0.551 0.034 -0.033  -0.140
3 C -0.631 -0.351 1.395  -0.018
4 C 0.689 -0.002 -0.836  -0.653
5 O 0.786 1.119 -1.518  -0.147
6 C 1.965 -0.418 -0.078  -0.045
7 H -1.563 0.751 -1.746  0.099
8 H -1.762 1.718 -0.306  0.120
9 H -2.654 0.194 -0.375  0.093
10 H 0.410 -0.951 -1.438  0.187
11 H -0.101 0.430 1.964  0.122
12 H -0.093 -1.284 1.592  0.094
13 H -1.655 -0.410 1.771  0.088
14 H 1.879 -1.391 0.421  0.070
15 H 2.776 -0.470 -0.806  0.082
16 H 2.222 0.352 0.657  0.083

Its highest occupied orbital energy (spin up / spin down) is -7.923 / -7.920 eV. The calculation puts the frontier orbital gap (spin up / spin down) at 7.0 / 7.0 eV.

---

(3)
Below is an isolated molecule of C5H10O, with properties calculated with the ωB97M-V functional and the def2-TZVPD basis.

Last column: Löwdin charge in e.
Element x y z (Å)
1 C -0.221 -1.083 1.195  -0.065
2 C 0.196 -0.413 -0.143  -0.391
3 C -0.392 -1.141 -1.350  -0.069
4 C -0.196 1.039 -0.128  -0.319
5 C 0.701 2.063 0.392  -0.116
6 O 0.488 1.919 -1.007  -0.031
7 H 0.329 -0.651 2.040  0.076
8 H -0.034 -2.167 1.228  0.077
9 H -1.290 -0.949 1.408  0.081
10 H 1.292 -0.470 -0.234  0.143
11 H -0.167 -2.179 -1.131  0.067
12 H 0.068 -0.889 -2.313  0.083
13 H -1.479 -1.021 -1.462  0.086
14 H -1.275 1.214 -0.081  0.153
15 H 0.291 2.962 0.846  0.110
16 H 1.691 1.763 0.740  0.116

Its highest occupied orbital energy is -10.211 eV. The calculation puts the frontier orbital gap at 11.3 eV. As for the SMILES: CC(C)[C@H]1CO1.

---

(4)
Below is an isolated molecule of C5H10O, with properties calculated with the ωB97M-V functional and the def2-TZVPD basis.

Last column: Löwdin charge in e.
Element x y z (Å)
1 C -0.220 -1.035 1.653  -0.035
2 C 0.137 -0.188 0.499  -0.136
3 C 0.825 1.099 0.754  -0.018
4 C -0.384 -0.606 -0.820  -0.648
5 O -1.598 -1.085 -0.636  -0.147
6 C -0.267 0.435 -1.950  -0.045
7 H -0.583 -2.008 1.316  0.098
8 H -1.069 -0.561 2.166  0.119
9 H 0.598 -1.090 2.380  0.094
10 H 0.452 -1.363 -1.057  0.183
11 H 0.050 1.880 0.719  0.122
12 H 1.541 1.347 -0.035  0.093
13 H 1.306 1.144 1.734  0.088
14 H 0.759 0.784 -2.117  0.069
15 H -0.625 -0.041 -2.864  0.081
16 H -0.921 1.288 -1.743  0.084

Its highest occupied orbital energy (spin up / spin down) is -7.963 / -7.925 eV. The calculation puts the frontier orbital gap (spin up / spin down) at 7.1 / 7.0 eV.

---

(5)
Below is a structure of composition C5H10O in a non-equilibrium geometry, with properties calculated with the ωB97M-V functional and the def2-TZVPD basis.

Last column: Löwdin charge in e.
Element x y z (Å)
1 C 1.623 0.181 -1.095  -0.137
2 C 0.804 0.764 0.002  -0.108
3 C -0.344 0.023 1.466  -0.482
4 O -1.064 0.954 1.803  -0.026
5 C -0.520 -0.730 0.269  -0.151
6 C -1.735 -0.532 -0.599  -0.072
7 H 2.209 -0.661 -0.717  0.081
8 H 2.299 0.921 -1.529  0.077
9 H 0.931 -0.175 -1.857  0.070
10 H 1.448 1.212 0.798  0.121
11 H 0.135 1.585 -0.276  0.107
12 H 0.536 -0.341 2.036  0.130
13 H -0.151 -1.774 0.273  0.139
14 H -1.903 0.537 -0.712  0.079
15 H -2.658 -0.945 -0.157  0.095
16 H -1.612 -1.023 -1.572  0.076

Its highest occupied orbital energy is -8.856 eV. The calculation puts the frontier orbital gap at 9.7 eV.

---

(6)
Below is a structure of composition C5H10O in a non-equilibrium geometry, with properties calculated with the ωB97M-V functional and the def2-TZVPD basis.

Last column: Löwdin charge in e.
Element x y z (Å)
1 C -0.765 -0.270 -1.160  -0.071
2 C 0.320 0.071 -0.311  -0.412
3 C 1.509 -0.851 -0.327  -0.062
4 C 0.308 1.365 0.421  -0.113
5 C -0.391 0.471 1.388  -0.288
6 O -1.702 0.426 1.472  -0.100
7 H -0.744 -1.183 -1.734  0.080
8 H -1.836 -0.527 -0.458  0.102
9 H -1.220 0.501 -1.751  0.079
10 H 2.119 -0.753 0.576  0.077
11 H 2.152 -0.624 -1.189  0.083
12 H 1.197 -1.900 -0.424  0.082
13 H 1.286 1.744 0.721  0.114
14 H -0.337 2.136 -0.006  0.122
15 H 0.207 -0.158 2.052  0.130
16 H -2.117 -0.444 0.725  0.176

Its highest occupied orbital energy is -8.052 eV. The calculation puts the frontier orbital gap at 8.9 eV.

---

(7)
Below is a cluster of 2 separate species, C5H10O in total, with properties calculated with the ωB97M-V functional and the def2-TZVPD basis.

Last column: Löwdin charge in e.
Element x y z (Å)
1 C -1.925 -0.722 -0.045  -0.091
2 C -0.672 -0.315 -0.767  -0.141
3 O -0.630 2.626 0.541  -0.064
4 C 0.544 -0.418 -0.256  -0.290
5 C 1.380 -0.860 0.866  -0.094
6 C 1.994 -0.266 -0.405  -0.094
7 H -1.700 -1.031 0.980  0.079
8 H -2.417 -1.557 -0.555  0.073
9 H -2.639 0.108 -0.004  0.074
10 H -0.784 0.085 -1.776  0.112
11 H -0.600 3.042 -0.329  0.038
12 H -0.406 1.703 0.358  -0.012
13 H 1.418 -0.259 1.772  0.104
14 H 1.488 -1.930 1.030  0.103
15 H 2.521 -0.934 -1.082  0.101
16 H 2.427 0.729 -0.328  0.103

Its highest occupied orbital energy is -9.576 eV. The calculation puts the frontier orbital gap at 10.6 eV. As for the SMILES: CC=C1CC1.O.

---

(8)
Below is a cluster of 3 separate species, C5H10O in total, with properties calculated with the ωB97M-V functional and the def2-TZVPD basis.

Last column: Löwdin charge in e.
Element x y z (Å)
1 C -0.174 2.342 1.315  -0.130
2 O -0.645 1.173 0.861  -0.163
3 C 0.174 0.376 0.199  -0.211
4 C -0.376 -0.969 -0.105  -0.262
5 C 0.456 -1.919 -0.920  -0.127
6 C -0.807 -1.371 -1.506  -0.112
7 H 1.183 1.536 1.858  0.082
8 H 0.362 2.954 0.586  0.072
9 H -0.938 2.853 1.902  0.073
10 H 0.823 0.852 -0.540  0.125
11 H 1.410 0.742 1.466  0.107
12 H -0.962 -1.395 0.705  0.141
13 H 0.487 -2.959 -0.613  0.100
14 H 1.398 -1.538 -1.307  0.104
15 H -0.730 -0.637 -2.304  0.101
16 H -1.660 -2.039 -1.598  0.099

Its highest occupied orbital energy is -7.894 eV. The calculation puts the frontier orbital gap at 8.8 eV.